The following is a quantum chemistry calculation of a 7-piece molecular cluster, C53H58Cl5N3O8 overall in a non-equilibrium geometry, from OMol25.

Results
molecular weight: 1042.33 g/mol
highest occupied orbital energy: -12.14 eV
lowest unoccupied orbital energy: -7.17 eV
E_tot: -139343.7767 eV
net charge: +2
HOMO-LUMO gap: 4.968 eV

Each line ends with the Mulliken charge.
Positions of all 127 atoms, in Å:
Cl: -4.752 1.935 2.152  -0.21
Cl: 2.471 3.943 -1.031  -0.18
Cl: -3.718 4.700 3.692  -0.19
Cl: -1.278 0.085 -0.779  1.17
Cl: 3.308 1.560 -3.451  -0.17
O: -1.810 1.423 -0.728  -0.48
O: 5.110 -3.446 -4.717  -0.64
O: -2.308 -0.911 -1.013  -0.77
O: -0.340 5.420 5.681  -0.65
O: -0.668 -0.260 0.479  -0.43
O: 1.294 0.334 5.199  -0.67
O: 3.561 -5.904 -0.199  -0.64
O: -0.357 -0.009 -1.881  -0.31
N: -2.064 -0.654 -5.104  0.12
N: -2.443 5.767 -7.945  0.03
N: -2.154 -2.238 3.819  1.11
C: 3.354 -2.090 -3.065  -0.70
C: 0.130 4.313 5.563  0.40
C: 0.475 3.476 6.763  0.49
C: 2.304 -1.527 -2.331  0.08
C: -3.491 5.258 -7.278  -0.28
C: 5.042 -5.882 -2.029  0.41
C: -2.926 -2.923 4.942  -0.74
C: -4.336 -3.065 4.407  -0.70
C: -1.672 -0.394 -6.352  -0.34
C: 1.397 1.537 7.811  -0.29
C: -2.517 7.133 -8.468  -0.87
C: -3.434 3.013 1.542  0.24
C: 1.014 2.184 6.642  0.32
C: 1.338 2.129 9.048  -0.75
C: 1.848 2.563 -3.209  -0.19
C: 0.284 4.501 3.086  -1.05
C: 6.708 -7.614 -2.394  -0.45
C: 4.861 -3.969 -3.656  0.47
C: -1.889 -0.794 4.110  -1.38
C: 0.823 2.633 1.734  0.30
C: 0.883 2.386 4.107  0.12
C: -1.674 0.893 -6.890  -0.70
C: -2.227 3.297 -6.737  0.50
C: 2.316 -3.455 -0.898  -0.67
C: -2.086 1.977 -6.096  0.79
C: -1.954 -2.041 -4.538  -0.69
C: 0.990 1.821 2.843  -0.72
C: -3.067 -2.359 2.614  -0.44
C: 2.198 -3.559 3.479  -0.88
C: 7.203 -6.935 -3.506  -0.65
C: 6.522 -5.801 -3.905  -0.46
C: 1.786 -2.237 -1.267  -0.12
C: 5.666 -7.073 -1.677  -0.61
C: -0.830 -2.883 3.514  -1.03
C: 3.870 -3.327 -2.720  0.10
C: 0.075 -3.093 4.745  -0.20
C: -1.269 5.101 -8.020  -0.29
C: 3.351 -4.044 -1.611  0.02
C: 1.451 2.679 -1.747  0.24
C: 1.175 -4.119 4.482  -0.82
C: 5.464 -5.229 -3.196  0.25
C: 4.010 -5.270 -1.131  0.46
C: -1.141 3.882 -7.381  -0.54
C: 0.308 4.038 8.021  -0.70
C: 0.521 3.953 1.842  -0.39
C: -3.640 4.447 1.919  -0.47
C: 0.760 3.398 9.166  -0.47
C: -2.412 1.673 -4.781  -0.86
C: -3.383 4.031 -6.642  -0.59
C: -2.428 0.393 -4.325  -0.54
C: 1.060 1.517 5.316  0.37
C: -4.122 -3.415 2.956  -0.78
C: 0.433 3.716 4.232  0.39
H: 1.238 0.780 2.692  0.64
H: 0.507 -2.109 4.955  0.04
H: -5.042 -3.296 2.386  0.39
H: 1.825 -3.356 2.479  0.14
H: 1.640 -4.436 5.414  0.35
H: 1.903 0.587 7.669  0.43
H: -1.370 -1.206 -6.999  0.38
H: 0.420 2.926 -1.503  0.18
H: -4.825 -2.087 4.456  0.35
H: -2.585 -3.958 4.959  0.47
H: 6.863 -5.318 -4.814  0.44
H: 0.903 -1.898 -0.737  0.33
H: -2.518 -2.555 1.693  0.26
H: -4.386 5.853 -7.174  0.41
H: 0.681 -5.024 4.111  0.38
H: -2.907 -2.369 -4.144  0.30
H: -0.449 5.479 -8.613  0.41
H: -2.487 2.603 1.885  -0.16
H: -0.337 -2.363 2.695  0.28
H: -1.129 -1.943 -3.833  0.32
H: 1.869 -0.580 -2.609  0.04
H: 5.305 -7.487 -0.742  0.46
H: -2.835 5.039 1.484  0.32
H: -0.525 -3.312 5.631  0.54
H: 1.904 -3.997 -0.056  0.47
H: 0.076 5.090 8.127  0.40
H: 2.613 -2.647 3.912  0.28
H: -1.064 -3.867 3.096  0.49
H: -3.483 2.911 0.460  0.05
H: -4.602 4.847 1.607  0.41
H: 8.094 -7.266 -4.018  0.42
H: -3.773 -4.435 2.788  0.34
H: -4.936 -3.783 4.964  0.41
H: -2.829 -0.250 4.202  0.59
H: -1.613 -2.664 -5.360  0.29
H: 7.176 -8.505 -1.995  0.39
H: 1.800 1.737 9.944  0.41
H: -0.154 3.454 -7.502  0.49
H: -2.779 2.380 -4.044  0.61
H: -3.549 7.368 -8.709  0.33
H: 3.795 -1.458 -3.824  0.42
H: -2.157 7.837 -7.716  0.36
H: 0.750 3.999 10.064  0.41
H: -1.840 7.222 -9.314  0.33
H: -2.692 0.071 -3.322  0.80
H: 0.902 2.124 0.782  -0.06
H: -1.250 -0.566 4.959  0.39
H: -3.485 -1.370 2.427  0.24
H: -2.928 -2.377 5.879  0.26
H: 3.024 -4.271 3.455  0.41
H: -1.429 1.126 -7.916  0.58
H: -1.405 -0.377 3.224  0.28
H: 2.048 3.508 -3.707  0.53
H: 0.564 4.587 0.964  0.43
H: -4.236 3.655 -6.092  0.53
H: 1.652 1.760 -1.198  -0.04
H: -0.008 5.539 3.180  0.54
H: 1.086 2.061 -3.808  -0.22